No. 1
Below is 16 unconnected molecules or ions with the total composition C46H81Cl31FN2O2 in a non-equilibrium geometry, with properties calculated with ωB97M-V/def2-TZVPD.

Structure (XYZ):
```
163
C46H81Cl31FN2O2 (ωB97M-V/def2-TZVPD)
C -0.01 -6.42 -5.75
C -1.19 -5.75 -6.19
C -2.48 -4.71 -6.41
C -1.92 -3.18 -6.69
C -2.54 -2.04 -5.68
C -1.78 -1.90 -4.23
C -2.18 -3.25 -3.32
C -2.37 -0.70 -3.23
C -3.99 -0.50 -3.13
C -4.55 -0.27 -1.59
C -3.90 1.02 -0.81
C -3.92 0.88 0.85
C -2.44 0.23 1.25
C -1.25 1.35 1.40
C -0.72 1.47 2.97
C 0.45 2.65 3.01
C 1.90 1.87 2.84
C 2.48 1.32 4.31
C 4.09 0.98 4.13
C 4.63 -0.24 5.10
C 4.12 -0.12 6.66
C 2.92 -1.23 6.86
C 1.83 -0.84 8.02
C 0.98 0.53 7.65
C -1.44 0.52 -3.82
O -1.57 1.88 -3.29
C -1.71 2.73 -4.52
N -1.84 3.38 -5.65
C 0.03 -0.18 -3.96
C 1.49 0.55 -3.82
C 1.87 1.58 -5.04
F 1.42 1.39 -2.56
N -0.29 -1.52 -4.21
C 0.73 -2.64 -4.46
C 1.78 -2.88 -3.23
O 3.12 -2.72 -3.46
Cl 1.31 -3.41 -1.51
H 0.92 -6.85 -5.15
H -3.14 -4.80 -5.44
H -3.07 -5.16 -7.34
H -0.75 -3.20 -6.76
H -2.31 -2.90 -7.78
H -2.58 -1.03 -6.28
H -3.66 -2.36 -5.47
H -3.35 -3.33 -3.20
H -1.75 -4.24 -3.75
H -1.63 -3.08 -2.27
H -2.09 -0.95 -2.10
H -4.51 -1.50 -3.50
H -4.41 0.37 -3.83
H -5.74 -0.17 -1.62
H -4.33 -1.24 -0.95
H -4.47 2.04 -1.03
H -2.76 1.08 -1.11
H -4.04 1.96 1.33
H -4.82 0.21 1.23
H -2.48 -0.44 2.21
H -2.15 -0.47 0.34
H -1.60 2.41 0.98
H -0.29 1.06 0.77
H -1.63 1.72 3.67
H -0.20 0.46 3.25
H 0.38 3.30 4.00
H 0.35 3.35 2.05
H 2.73 2.57 2.40
H 1.74 0.91 2.16
H 2.43 2.23 5.06
H 1.86 0.40 4.68
H 4.76 1.95 4.28
H 4.26 0.61 3.01
H 5.82 -0.27 5.08
H 4.23 -1.28 4.68
H 5.05 -0.44 7.33
H 3.82 0.97 6.99
H 3.43 -2.27 7.14
H 2.37 -1.39 5.83
H 1.07 -1.74 8.10
H 2.38 -0.77 9.06
H 0.75 1.10 8.66
H -0.03 0.29 7.10
H 1.63 1.30 7.01
H -1.77 0.61 -4.95
H 2.40 -0.18 -3.67
H 2.90 2.08 -4.74
H 1.11 2.49 -5.15
H 2.06 1.06 -6.08
H 1.38 -2.36 -5.43
H 0.19 -3.66 -4.76
C 0.51 5.10 -7.78
Cl 2.04 4.37 -7.28
Cl 0.60 6.86 -7.75
H 0.28 4.77 -8.79
H -0.28 4.77 -7.10
C 3.87 -6.73 -4.90
Cl 3.01 -7.91 -3.91
Cl 4.04 -7.30 -6.57
H 3.31 -5.79 -4.90
H 4.87 -6.57 -4.48
C -1.80 9.78 -8.19
Cl -0.71 11.07 -7.65
Cl -2.70 10.27 -9.63
H -1.21 8.89 -8.42
H -2.51 9.55 -7.39
C -7.62 0.88 -5.36
Cl -7.32 -0.73 -4.68
Cl -6.10 1.74 -5.64
H -8.14 0.77 -6.31
H -8.23 1.45 -4.66
C -8.01 4.78 -3.69
Cl -8.88 3.67 -4.77
Cl -9.13 5.88 -2.89
H -7.48 4.20 -2.94
H -7.30 5.36 -4.28
C -2.52 5.45 3.17
Cl -3.38 4.26 4.16
Cl -2.35 4.88 1.50
H -3.08 6.38 3.17
H -1.53 5.61 3.59
C 2.17 1.41 11.61
Cl 3.01 1.53 10.06
Cl 0.72 2.42 11.64
H 1.88 0.37 11.78
H 2.85 1.74 12.41
C 7.79 -7.42 -4.58
Cl 7.43 -5.70 -4.75
Cl 7.15 -8.34 -5.96
H 8.87 -7.56 -4.54
H 7.33 -7.80 -3.66
C 6.63 0.96 12.29
Cl 6.37 0.52 10.60
Cl 5.13 1.54 13.04
H 6.98 0.09 12.84
H 7.37 1.76 12.34
C 0.01 -9.80 -2.29
Cl -0.85 -10.90 -3.37
Cl -1.10 -8.69 -1.49
H 0.55 -10.38 -1.54
H 0.73 -9.22 -2.88
C 5.73 5.09 12.52
Cl 6.57 5.21 10.97
Cl 4.28 6.10 12.55
H 5.44 4.05 12.69
H 6.41 5.42 13.32
C 1.64 5.02 -11.84
Cl 0.78 3.84 -10.85
Cl 1.81 4.46 -13.50
H 1.09 5.96 -11.83
H 2.64 5.18 -11.41
C -4.45 -6.09 -3.05
Cl -2.97 -7.04 -2.94
Cl -4.63 -5.01 -1.66
H -4.42 -5.49 -3.97
H -5.31 -6.77 -3.09
C 3.36 -4.24 9.76
Cl 4.67 -3.06 9.90
Cl 2.87 -4.44 8.07
H 3.71 -5.20 10.14
H 2.51 -3.89 10.34
C -3.80 3.67 7.92
Cl -2.32 2.71 8.04
Cl -3.98 4.74 9.31
H -3.77 4.27 7.01
H -4.66 2.99 7.89
```

Computed properties:
Charge = +1
E = -446975.8422 eV
2S+1 = 1
LUMO energy = -4.88 eV
Molecular weight = 1812.21 g mol⁻¹


No. 2
Below is 4 unconnected molecules or ions with the total composition C46H82BBrFIN5O8PS in a non-equilibrium geometry, with properties calculated with ωB97M-V/def2-TZVPD.

Structure (XYZ):
```
147
C46H82BBrFIN5O8PS (ωB97M-V/def2-TZVPD)
C 0.59 4.02 2.76
C 1.89 3.46 2.06
I 3.60 4.39 3.03
C 2.00 1.88 1.95
C 0.80 1.09 2.54
N -0.35 1.00 1.93
C -0.58 1.64 0.60
C -1.42 0.25 2.69
C -2.39 1.41 3.08
C -2.97 1.44 4.52
O -3.66 0.60 5.04
C -2.67 2.73 5.38
C -3.04 4.00 4.74
C -2.82 5.30 5.36
C -2.18 5.28 6.70
C -1.81 4.01 7.33
C -2.06 2.70 6.70
S -2.21 -0.99 1.53
C -3.44 -2.05 2.41
O -1.19 -1.78 0.82
O -3.00 -0.30 0.48
C -0.49 -0.50 3.69
B -1.10 -1.36 4.93
N -1.40 -0.77 6.28
O -1.41 -2.73 4.75
C 0.87 0.30 3.93
C 0.94 1.30 5.16
C 1.72 0.77 6.41
F 1.41 -0.56 6.77
P 2.39 -0.83 3.55
O 3.77 -0.08 4.22
Br 2.21 -2.79 4.61
H -0.37 3.74 2.25
H 0.52 3.81 3.86
H 0.65 5.15 2.68
H 1.87 3.85 1.00
H 2.07 1.59 0.86
H 2.99 1.59 2.39
H -0.07 2.62 0.50
H -0.25 0.96 -0.23
H -1.68 1.84 0.47
H -3.27 1.39 2.36
H -1.90 2.40 2.88
H -3.52 4.01 3.72
H -3.12 6.26 4.86
H -2.02 6.27 7.19
H -1.34 4.08 8.34
H -1.77 1.74 7.17
H -2.97 -3.03 2.72
H -4.29 -2.22 1.70
H -3.81 -1.45 3.27
H -0.09 -1.36 3.04
H -2.38 -0.92 6.54
H -0.88 -1.37 6.94
H -1.23 -3.15 5.61
H 1.49 2.22 4.81
H -0.11 1.51 5.48
H 2.83 0.88 6.36
H 1.40 1.41 7.28
H 3.56 0.86 4.34
C 6.54 9.68 3.50
C 6.75 8.63 2.37
C 8.07 8.92 1.63
C 7.99 10.09 0.65
C 6.80 9.94 -0.29
C 5.47 9.73 0.46
N 5.55 8.63 1.47
O 5.54 7.47 0.80
C 5.06 11.06 1.14
C 4.35 9.49 -0.57
C 6.92 7.30 3.13
H 5.48 9.81 3.73
H 7.02 9.37 4.43
H 6.96 10.65 3.26
H 8.37 8.03 1.06
H 8.87 9.11 2.35
H 7.93 11.04 1.19
H 8.91 10.13 0.06
H 6.73 10.82 -0.93
H 6.98 9.09 -0.96
H 4.17 10.92 1.75
H 4.84 11.82 0.39
H 5.84 11.49 1.77
H 4.56 8.64 -1.22
H 4.24 10.36 -1.22
H 3.39 9.32 -0.07
H 6.01 7.03 3.67
H 7.73 7.37 3.86
H 7.19 6.48 2.46
C -3.14 -2.03 -5.87
C -3.83 -3.29 -5.30
C -5.35 -3.08 -5.24
C -5.81 -2.21 -4.08
C -5.22 -2.69 -2.76
C -3.69 -2.83 -2.80
N -3.22 -3.63 -3.97
O -3.48 -4.91 -3.70
C -3.06 -1.42 -2.83
C -3.20 -3.42 -1.47
C -3.55 -4.37 -6.37
H -2.11 -1.94 -5.52
H -3.09 -2.05 -6.96
H -3.67 -1.11 -5.61
H -5.85 -4.05 -5.14
H -5.71 -2.65 -6.17
H -5.54 -1.16 -4.26
H -6.90 -2.23 -4.02
H -5.51 -2.01 -1.96
H -5.67 -3.66 -2.51
H -1.97 -1.48 -2.94
H -3.26 -0.89 -1.90
H -3.45 -0.78 -3.62
H -3.66 -4.38 -1.24
H -3.46 -2.76 -0.63
H -2.12 -3.55 -1.47
H -2.48 -4.59 -6.45
H -3.90 -4.05 -7.35
H -4.07 -5.31 -6.16
C -1.36 -10.47 -3.65
C -0.30 -9.92 -4.63
C 0.06 -8.46 -4.26
C -0.99 -7.44 -4.67
C -1.36 -7.60 -6.14
C -1.79 -9.03 -6.49
N -0.80 -10.05 -6.03
O 0.24 -10.00 -6.85
C -3.18 -9.32 -5.88
C -2.05 -9.12 -8.01
C 0.95 -10.78 -4.37
H -1.96 -11.26 -4.11
H -0.90 -10.91 -2.76
H -2.04 -9.70 -3.28
H 1.01 -8.19 -4.74
H 0.23 -8.39 -3.18
H -1.88 -7.52 -4.04
H -0.60 -6.43 -4.51
H -2.16 -6.90 -6.38
H -0.50 -7.31 -6.75
H -3.48 -10.35 -6.04
H -3.94 -8.68 -6.33
H -3.24 -9.11 -4.81
H -1.18 -8.83 -8.60
H -2.86 -8.44 -8.30
H -2.34 -10.13 -8.30
H 0.77 -11.83 -4.63
H 1.22 -10.75 -3.31
H 1.82 -10.44 -4.92
```

Computed properties:
Charge = +1
Expectation value of S² = 3.76
E = -174510.7715 eV
2S+1 = 4
LUMO energy (alpha / beta) = -4.15 / -4.15 eV
Molecular weight = 1132.85 g mol⁻¹